Entry 1:
The following is a quantum chemistry calculation of a molecular structure, C17H23GeMnN2O5, from the Open Molecules 2025 dataset.

For the total energy, the calculation gives -119054.1903 eV. The HOMO energy (alpha / beta) is -6.90 / -6.89 eV. Its lowest unoccupied orbital energy (alpha / beta) is -0.31 / -0.33 eV. The orbital gap (alpha / beta) is 0.242 / 0.241 Eh.

Last column: Mulliken charge in e.
Atoms and positions in Å:
Mn 0.574 0.613 -0.007  0.09
O 1.451 3.807 1.949  -0.48
C 1.640 3.024 0.901  0.88
O 0.877 2.957 -0.043  -0.60
C 2.975 2.307 0.908  -0.74
O 2.856 0.975 0.443  -0.53
C 2.922 0.030 1.535  0.04
C 1.705 0.158 2.462  0.83
O 1.736 -0.374 3.553  -0.72
O 0.768 0.898 1.970  -0.62
H 0.593 4.249 1.844  0.39
H 3.401 2.349 1.911  0.38
H 3.626 2.857 0.222  0.45
H 3.847 0.171 2.097  0.42
H 2.929 -0.952 1.072  -0.39
N 0.286 1.062 -2.049  -0.22
C -1.116 1.309 -2.301  0.39
C -1.650 1.536 -3.535  -0.50
C -3.034 1.791 -3.676  -0.63
C -3.850 1.824 -2.583  -0.91
C -3.322 1.589 -1.290  0.57
C -4.095 1.605 -0.103  -0.72
C -3.490 1.354 1.092  -0.81
C -2.107 1.063 1.124  -0.38
N -1.367 1.049 0.042  0.49
C -1.952 1.319 -1.160  0.02
H 0.830 1.888 -2.283  0.36
H 0.625 0.284 -2.603  0.38
H -1.011 1.524 -4.409  0.47
H -3.442 1.964 -4.663  0.40
H -4.908 2.026 -2.691  0.41
H -5.156 1.813 -0.160  0.42
H -4.049 1.356 2.017  0.43
H -1.590 0.824 2.045  0.57
C 0.571 -4.068 -1.187  -1.27
Ge 0.862 -2.915 0.381  0.60
C 2.703 -3.283 0.962  -1.39
C -0.300 -3.525 1.836  -1.27
C 0.247 -1.128 -0.124  -0.39
H 0.722 -5.120 -0.935  0.36
H 1.269 -3.804 -1.983  0.37
H -0.443 -3.947 -1.569  0.37
H 2.802 -4.368 1.033  0.43
H 2.913 -2.859 1.945  0.41
H 3.452 -2.929 0.252  0.38
H -0.113 -4.571 2.084  0.38
H -1.349 -3.415 1.556  0.38
H -0.118 -2.917 2.724  0.39
H -0.719 -1.396 -0.608  0.12


Entry 2:
The following is a quantum chemistry calculation of a molecular structure, C17H23IrN4O9S2 at a distorted geometry, from the Open Molecules 2025 dataset.

For the total energy, the calculation gives -66874.0442 eV. The HOMO energy (alpha / beta) is -14.99 / -14.99 eV. Its relative energy (zero: lowest compared OMol25 entry of this formula, charge and spin) is 34.3 kcal/mol. Its lowest unoccupied orbital energy (alpha / beta) is -9.53 / -9.48 eV. The orbital gap (alpha / beta) is 0.201 / 0.203 Eh. The net charge is +2.

Last column: Mulliken charge in e.
Atoms and positions in Å:
Ir -0.025 -0.211 -0.116  1.57
O 0.891 1.699 0.294  -0.63
C 1.706 1.941 1.207  0.28
C 2.523 1.026 1.919  0.30
C 3.500 1.522 2.795  -0.59
C 4.328 0.660 3.456  -0.30
C 4.183 -0.727 3.332  -0.45
C 3.232 -1.239 2.488  -0.66
C 2.405 -0.387 1.715  0.91
O 1.600 -0.919 0.850  -0.82
N 5.401 1.204 4.314  1.02
O 5.473 2.410 4.385  -0.58
O 6.112 0.393 4.861  -0.57
H 1.821 2.992 1.500  0.50
H 3.628 2.586 2.956  0.54
H 4.831 -1.372 3.910  0.53
H 3.097 -2.302 2.347  0.48
C -1.785 -0.914 4.052  -1.07
S -2.377 -0.628 2.373  0.61
C -3.591 0.664 2.728  -0.96
O -1.233 0.150 1.702  -0.63
H -2.626 -1.280 4.640  0.45
H -1.383 0.004 4.477  0.36
H -1.013 -1.680 4.015  0.35
H -4.360 0.227 3.364  0.46
H -4.033 0.983 1.787  0.26
H -3.115 1.511 3.217  0.36
C -8.786 3.115 -3.988  -1.27
C -7.871 2.395 -3.022  -0.40
S -6.434 1.772 -3.951  1.20
O -5.582 2.867 -4.323  -0.66
O -6.857 0.828 -4.941  -0.64
C -5.475 0.838 -2.699  -0.52
C -4.403 0.099 -3.495  -1.56
N -3.420 -0.527 -2.606  0.38
C -2.277 0.039 -2.213  0.98
N -1.632 -0.774 -1.358  -0.52
C -2.394 -1.901 -1.205  -0.69
C -3.509 -1.755 -1.965  0.09
N -4.647 -2.644 -1.972  1.06
O -4.466 -3.724 -1.463  -0.57
O -5.685 -2.217 -2.432  -0.56
C -1.766 1.356 -2.664  -1.34
H -9.652 3.501 -3.450  0.38
H -9.148 2.439 -4.760  0.37
H -8.282 3.959 -4.455  0.37
H -8.328 1.508 -2.587  0.37
H -7.450 3.050 -2.261  0.37
H -6.144 0.147 -2.194  0.54
H -5.055 1.571 -2.012  0.40
H -3.888 0.798 -4.154  0.61
H -4.877 -0.662 -4.110  0.36
H -2.109 -2.742 -0.596  0.60
H -1.500 1.323 -3.722  0.39
H -0.868 1.606 -2.097  0.24
H -2.499 2.151 -2.531  0.32


Entry 3:
The following is a quantum chemistry calculation of a single C17H23N3O molecule, from the Open Molecules 2025 dataset.

For the total energy, the calculation gives -24521.3892 eV. The HOMO energy is -8.62 eV. As for the structure (SMILES): CCCCNC(=O)c1ccc2c(c1)ncn2C1CCCC1. Its relative energy (zero: lowest compared OMol25 entry of this formula, charge and spin) is 14.4 kcal/mol. Its lowest unoccupied orbital energy is 0.67 eV. The orbital gap is 0.341 Eh.

Last column: Mulliken charge in e.
Atoms and positions in Å:
C -4.500 -0.845 -1.766  -0.99
C -5.840 -0.472 -1.142  -0.40
C -5.789 0.782 -0.268  -0.67
C -4.959 0.633 1.009  -0.69
N -3.539 0.718 0.770  -0.08
C -2.667 -0.244 1.148  0.17
O -3.016 -1.257 1.728  -0.67
C -1.244 0.014 0.781  0.78
C -0.427 -1.110 0.586  -1.23
C 0.905 -1.011 0.252  -0.64
C 1.445 0.263 0.121  1.00
C 0.625 1.406 0.317  0.32
C -0.717 1.287 0.652  -0.66
N 1.363 2.542 0.114  -0.76
C 2.551 2.122 -0.182  -0.27
N 2.691 0.763 -0.184  0.00
C 3.928 0.093 -0.520  0.27
C 5.150 0.819 0.090  -0.81
C 6.126 -0.279 0.545  -0.67
C 5.558 -1.580 -0.022  -0.79
C 4.052 -1.344 -0.007  -0.86
H -3.798 -1.180 -1.009  0.18
H -4.069 0.006 -2.291  0.28
H -4.635 -1.653 -2.481  0.37
H -6.201 -1.309 -0.542  0.29
H -6.567 -0.299 -1.940  0.32
H -5.397 1.619 -0.853  0.32
H -6.810 1.037 0.026  0.33
H -5.248 1.419 1.719  0.29
H -5.138 -0.339 1.475  0.36
H -3.206 1.506 0.238  0.23
H -0.882 -2.082 0.710  0.44
H 1.486 -1.905 0.102  0.24
H -1.294 2.182 0.829  0.55
H 3.366 2.777 -0.418  0.49
H 4.022 0.083 -1.616  0.02
H 5.611 1.483 -0.640  0.37
H 4.834 1.422 0.941  0.37
H 6.149 -0.332 1.634  0.28
H 7.141 -0.092 0.198  0.33
H 5.898 -1.726 -1.048  0.34
H 5.847 -2.451 0.563  0.37
H 3.674 -1.404 1.014  0.43
H 3.522 -2.058 -0.634  0.43


Entry 4:
The following is a quantum chemistry calculation of a single C17H23NO3 molecule, from the Open Molecules 2025 dataset.

For the total energy, the calculation gives -25634.3740 eV. The HOMO energy is -8.19 eV. As for the structure (SMILES): COc1ccc(C(=O)NCCC2=CCCCC2)cc1OC. Its relative energy (zero: lowest compared OMol25 entry of this formula, charge and spin) is 56.3 kcal/mol. Its lowest unoccupied orbital energy is 0.59 eV. The orbital gap is 0.323 Eh.

Last column: Mulliken charge in e.
Atoms and positions in Å:
C -5.585 -0.616 0.260  -0.69
O -4.926 0.527 0.757  -0.47
C -3.614 0.772 0.498  0.42
C -3.133 1.943 1.083  -0.64
C -1.826 2.350 0.928  -0.83
C -0.958 1.600 0.146  0.44
C 0.456 2.055 0.011  0.46
O 1.039 2.633 0.908  -0.69
N 1.024 1.812 -1.196  -0.18
C 2.419 2.068 -1.457  -0.79
C 3.229 0.766 -1.575  -1.48
C 2.990 -0.111 -0.370  0.89
C 3.475 0.204 0.822  -0.37
C 3.206 -0.565 2.077  -0.70
C 2.599 -1.935 1.790  -1.00
C 1.511 -1.801 0.730  -0.41
C 2.137 -1.333 -0.580  -0.63
C -1.422 0.425 -0.437  -0.16
C -2.727 -0.013 -0.265  0.73
O -3.193 -1.187 -0.811  -0.49
C -2.294 -2.021 -1.495  -0.75
H -6.611 -0.526 0.617  0.30
H -5.580 -0.644 -0.831  0.25
H -5.145 -1.537 0.648  0.25
H -3.828 2.518 1.673  0.43
H -1.464 3.248 1.402  0.48
H 0.491 1.343 -1.910  0.23
H 2.780 2.652 -0.608  0.39
H 2.521 2.661 -2.373  0.41
H 2.942 0.236 -2.486  0.36
H 4.285 1.030 -1.655  0.42
H 4.075 1.095 0.942  0.34
H 2.516 0.028 2.687  0.30
H 4.130 -0.673 2.650  0.40
H 3.374 -2.610 1.422  0.35
H 2.187 -2.361 2.706  0.36
H 0.775 -1.066 1.064  0.14
H 1.002 -2.757 0.584  0.30
H 2.760 -2.133 -0.997  0.39
H 1.360 -1.121 -1.319  0.37
H -0.738 -0.183 -1.007  0.04
H -1.910 -1.546 -2.404  0.33
H -2.872 -2.901 -1.773  0.29
H -1.457 -2.326 -0.858  0.21